C4H3O6Sn as an isolated structure, computed with the ωB97M-V functional and the def2-TZVPD basis.

Geometry as XYZ:
```
14
Properties=species:S:1:pos:R:3
Sn -3.5671 -1.2984 1.8532
O -1.3639 -0.9548 -0.8379
O 1.1333 1.1101 0.4845
O -3.0034 -2.0500 0.1706
O 3.3456 1.5297 -0.1911
O -2.2634 -0.2059 1.0924
O 2.7731 -0.3950 0.7723
C 2.6833 0.8253 0.6827
C 0.6022 -0.0248 0.2193
C -0.4579 0.1402 -0.8190
C -2.2176 -1.0596 0.1573
H 0.0341 0.1511 -1.8035
H 3.3045 1.1434 -1.0798
H -1.0028 1.0888 -0.7009
```

## Properties
Kohn-Sham gap	6.1	eV
total charge	+1
F_max	10.1	eV/Å
total energy	-22299.7853	eV
energy above the lowest of the compared OMol25 structures with the same formula, charge and spin	0.0000	eV
highest occupied orbital energy	-11.8579	eV

The net atomic charges from Löwdin, expressed in e, are: 1.5616 0.1073 0.0270 -0.0871 0.1635 -0.1448 0.1366 -0.3340 -0.0252 -0.1260 -0.7567 0.1636 0.1654 0.1489

=====

A 2-piece molecular cluster, C5H14NO2 overall, computed with the ωB97M-V functional and the def2-TZVPD basis.

Geometry as XYZ:
```
22
Properties=species:S:1:pos:R:3
O 1.9837 -1.9677 0.0177
O 0.3995 1.9072 -1.9132
N 0.5718 1.4015 0.6804
C -0.5151 -0.3864 -1.6802
C -0.1271 0.0861 0.8565
C -0.0405 0.7983 -2.5096
C -1.1252 -0.0286 -0.2981
C -0.9094 0.0954 2.1688
H 1.6441 -2.6172 0.6395
H 0.6202 -0.6975 0.9630
H 0.5366 1.6701 -0.5005
H -1.1283 -0.9514 2.3099
H 0.0131 2.0692 1.1650
H -1.7829 -0.8669 -0.0624
H 2.7575 -2.3554 -0.4039
H 1.5687 1.4191 0.9086
H 0.3048 -1.0573 -1.4075
H -1.1502 -0.9454 -2.3372
H -0.3185 0.2062 3.0900
H 0.2154 0.6135 -3.5469
H -1.7234 0.8784 -0.3307
H -1.7947 0.7287 2.1908
```

## Properties
Kohn-Sham gap (spin up / spin down)	4.6 / 8.3	eV
total charge	0
spin multiplicity	2
F_max	1.8	eV/Å
total energy	-10994.2378	eV
energy above the lowest of the compared OMol25 structures with the same formula, charge and spin	0.6882	eV
highest occupied orbital energy (spin up / spin down)	-4.3380 / -8.0587	eV

The net atomic charges from Löwdin, expressed in e, are: -0.0523 -0.2351 0.1409 -0.2091 -0.3739 -0.3177 -0.1634 -0.0719 0.0474 0.1049 0.1072 0.0740 0.1222 0.1121 0.0536 0.1509 0.0727 0.0856 0.0825 0.0603 0.1214 0.0875

=====

C22H32N4O4PdS2Si as an isolated structure, computed with the ωB97M-V functional and the def2-TZVPD basis.

Geometry as XYZ:
```
66
Properties=species:S:1:pos:R:3
Pd 0.6141 -0.6518 -1.1536
S 0.7865 -2.9420 -2.7324
S 2.8418 -0.3426 -0.9126
Si 0.9082 -1.0200 1.3359
O 0.3193 -1.7102 -3.4237
O -0.0094 -4.1022 -3.0481
O 0.4295 -2.6099 -1.2014
O 2.2235 -3.0955 -2.7785
N 1.6247 2.1147 -0.9334
N 0.5401 1.3319 -1.1888
N 3.8628 2.0592 -0.5507
N -1.3992 -0.3869 -1.6278
C -0.3429 5.4807 -2.4890
C 2.7145 1.4034 -0.8117
C -2.0091 5.2720 -0.7671
C -0.9008 -0.9134 1.9648
C -2.2176 -1.3306 -2.0690
C -3.7633 0.3229 -2.8159
C 2.9768 -3.0038 0.7482
C 2.4057 -2.4978 3.1075
C -3.4322 -1.0080 -2.6584
C 1.8037 0.4472 2.0808
C -0.8239 3.3261 -1.5411
C 0.8570 -3.8656 1.6996
C -0.1009 4.1182 -2.4283
C -0.5987 1.8664 -1.4810
C -1.6808 0.9168 -1.8223
C -2.8709 1.3080 -2.4077
C -1.2926 6.0587 -1.6571
C -1.7816 3.9052 -0.7140
C -1.8818 -1.9261 1.3628
C -1.4295 0.5076 1.7204
C -0.8804 -1.1248 3.4933
C 1.8163 -2.6662 1.6899
H -0.5893 -2.1387 3.7664
H 0.6447 3.6631 -3.0659
H -1.8950 -0.9647 3.8728
H 3.8768 3.0589 -0.6637
H 3.4003 -3.9616 1.0668
H -1.7892 -2.0072 0.2841
H 1.5067 1.3900 1.6205
H 1.6559 -2.2525 3.8622
H 0.2139 6.0945 -3.1846
H -4.6989 0.6031 -3.2812
H 1.4421 -4.7697 1.8946
H 2.8831 0.3431 1.9766
H 3.7745 -2.2621 0.8026
H 2.8659 -3.4459 3.4015
H -3.0766 2.3559 -2.5690
H -2.3402 3.2855 -0.0219
H 0.3578 -3.9900 0.7410
H 2.6559 -3.1136 -0.2886
H -0.7849 1.2725 2.1584
H 1.5673 0.5060 3.1460
H -4.0838 -1.7985 -3.0007
H -1.8707 -2.3507 -1.9539
H -1.4747 7.1244 -1.7036
H 0.1126 -3.7924 2.4925
H 3.1828 -1.7319 3.1371
H -1.5425 0.7230 0.6595
H -2.7468 5.7211 -0.1153
H 4.7320 1.5579 -0.5898
H -2.9063 -1.6182 1.5987
H -0.2268 -0.4238 4.0156
H -2.4176 0.6042 2.1819
H -1.7379 -2.9232 1.7702
```

## Properties
Kohn-Sham gap	7.0	eV
total charge	0
F_max	0.3	eV/Å
total energy	-70512.8046	eV
highest occupied orbital energy	-8.3446	eV

The net atomic charges from Löwdin, expressed in e, are: 0.8667 0.2833 0.7817 0.7633 -0.4017 -0.3185 -0.5383 -0.3529 0.0334 -0.0918 0.0999 0.0016 -0.0672 -0.7885 -0.0706 -0.6129 -0.0892 -0.0264 -0.1334 -0.0969 -0.0064 -0.2029 -0.1902 -0.0863 -0.0231 -0.1646 -0.2018 0.0193 -0.0775 -0.0339 -0.0780 -0.0986 -0.0909 -0.6194 0.0663 0.1191 0.0913 0.1095 0.0916 0.0400 0.0244 0.0668 0.1068 0.1159 0.0905 0.0294 0.0508 0.0924 0.1208 0.1190 0.0744 0.0443 0.0780 0.0397 0.1192 0.1129 0.1052 0.0615 0.0747 0.0420 0.1063 0.0926 0.0911 0.0734 0.0905 0.0722

=====

A 4-piece molecular cluster, C14H38N2O14P3 overall, computed with the ωB97M-V functional and the def2-TZVPD basis.

Geometry as XYZ:
```
71
Properties=species:S:1:pos:R:3
P 2.8432 -7.3616 -1.0374
P -1.5798 2.9428 -2.8572
P -2.2916 4.8697 4.4848
O -2.9879 6.0392 5.4226
O 1.3298 -8.1746 -1.2410
O 4.4457 -0.7959 -0.3145
O -1.0356 3.6627 -1.3812
O -2.1654 1.7495 -2.0937
O -2.9826 3.6472 5.4953
O -1.6006 6.0921 3.4744
O 2.2310 -6.1198 -1.6954
O 4.3567 -6.5486 -0.8337
O -2.1238 2.2228 -4.3331
O 4.8667 0.3228 1.4523
O -3.2299 4.4900 3.3335
O 3.5212 -8.3372 -2.1865
O -2.7192 4.1294 -3.0165
N 4.5147 -0.7685 1.0291
N 0.6550 0.0186 -0.3586
C -0.4080 6.6499 3.9951
C 1.2416 -9.3943 -0.5275
C 0.4473 -0.8693 0.8609
C -1.9442 3.7938 -0.3001
C 2.1498 0.2577 -0.4606
C 3.0425 -1.0791 -0.7652
C 1.0624 -2.3741 0.6791
C -4.0658 3.7757 -3.2842
C -4.3930 3.5740 5.6255
C 4.9380 -5.8824 -1.9427
C -1.5933 2.8381 -5.4927
C -3.7281 7.0806 4.8083
C 2.4726 -2.4747 -0.1374
C 2.8680 -8.5093 -3.4329
H 0.3844 5.8969 3.9834
H 0.2230 0.9570 -0.1042
H -4.0780 6.8110 3.8092
H 2.3362 1.0131 -1.3619
H -1.4052 4.2390 0.5408
H -4.2617 3.9078 -4.3497
H 2.1722 -7.6972 -3.6553
H 3.6234 -8.5471 -4.2221
H -2.3278 2.8237 0.0237
H 2.2871 -3.2330 -1.0407
H 0.8005 -0.3169 1.8513
H -0.5187 2.6459 -5.5505
H -4.2925 2.7468 -2.9956
H -4.8783 3.4031 4.6620
H 4.2845 -5.0971 -2.3289
H -0.7342 -0.9880 0.9811
H -4.6278 2.7258 6.2745
H 0.2109 -0.3379 -1.2332
H 5.8651 -5.4112 -1.6044
H -2.7691 4.4584 -0.5645
H -0.1107 7.4928 3.3658
H 3.2427 -3.0398 0.5742
H -4.5964 7.3084 5.4320
H 1.2262 -9.1905 0.5464
H 3.0836 -1.2268 -1.9492
H 5.1871 -6.5915 -2.7347
H -1.7748 3.9160 -5.4766
H 1.1211 -2.8562 1.7666
H 2.4592 0.8273 0.5408
H -2.0816 2.4100 -6.3720
H 0.2541 -3.0190 0.0902
H 2.0867 -10.0451 -0.7672
H 0.3144 -9.8998 -0.8096
H -4.7223 4.4473 -2.7249
H 2.3300 -9.4588 -3.4228
H -0.5617 7.0077 5.0167
H -4.7872 4.4784 6.0931
H -3.1017 7.9723 4.7476
```

## Properties
Kohn-Sham gap	6.0	eV
total charge	+1
F_max	10.3	eV/Å
total energy	-74625.1103	eV
highest occupied orbital energy	-11.5253	eV

The net atomic charges from Löwdin, expressed in e, are: 0.7961 0.7814 0.7898 -0.2940 -0.2670 -0.1070 -0.3334 -0.3053 -0.3167 -0.2801 -0.3012 -0.3180 -0.2644 0.0621 -0.2841 -0.2927 -0.2876 -0.0483 0.0211 -0.1575 -0.1528 -0.1429 -0.1303 -0.0841 -0.2080 -0.1512 -0.1012 -0.1336 -0.1363 -0.1502 -0.1077 -0.1263 -0.1074 0.0791 0.1873 0.0911 0.1656 0.0875 0.0904 0.0903 0.0970 0.0795 0.1276 0.1617 0.0815 0.0926 0.0824 0.0730 0.1594 0.0927 0.1947 0.0925 0.0921 0.0943 0.1412 0.0973 0.0827 0.1798 0.0855 0.0847 0.1424 0.1573 0.0984 0.1339 0.0832 0.0962 0.1003 0.0889 0.0829 0.0841 0.0878

=====

An isolated ion of composition C4H10N2 and charge +1, computed with the ωB97M-V functional and the def2-TZVPD basis.

Geometry as XYZ:
```
16
Properties=species:S:1:pos:R:3
N -1.2749 0.4702 -0.1097
N -0.0327 1.8175 1.4071
C -0.7521 -0.6029 -0.8758
C -0.3328 1.5280 0.2493
C 0.8479 -0.8224 -0.7461
C 1.2016 -1.9558 0.1666
H -2.0002 0.4339 0.5371
H 1.4914 -0.0134 -0.4070
H 0.2702 -2.5298 0.4273
H -1.2308 -1.4848 -0.3885
H 1.6985 -1.7102 1.1331
H 0.1331 1.9489 -0.7243
H 1.9381 -2.6993 -0.2921
H 1.3774 -0.9663 -1.7467
H -0.9027 -0.5106 -1.9385
H 0.5904 2.6363 1.5532
```

## Properties
Kohn-Sham gap (spin up / spin down)	12.3 / 7.1	eV
total charge	+1
spin multiplicity	2
F_max	4.2	eV/Å
total energy	-7279.9519	eV
energy above the lowest of the compared OMol25 structures with the same formula, charge and spin	3.1410	eV
highest occupied orbital energy (spin up / spin down)	-15.6822 / -15.6234	eV

The net atomic charges from Löwdin, expressed in e, are: 0.2050 0.1968 -0.0957 -0.2348 -0.2213 -0.1155 0.1477 0.0917 0.0841 0.1477 0.0914 0.1802 0.1115 0.1408 0.1496 0.1207

=====

C25H10Cl10CrIN4O2Se as an isolated structure, computed with the ωB97M-V functional and the def2-TZVPD basis.

Geometry as XYZ:
```
54
Properties=species:S:1:pos:R:3
I -1.0517 -2.6135 -2.9452
Se 2.6614 -2.2200 0.8177
Cr -0.0079 -0.6164 -0.3166
Cl -1.6314 2.1757 -2.6918
Cl -6.7984 0.4492 0.2213
Cl -0.7469 1.3824 1.1440
Cl 3.2772 0.0126 -2.5749
Cl 1.9498 3.3725 -6.5714
Cl -0.8838 3.7334 -5.3193
Cl -5.8962 2.6677 2.2149
Cl -4.6633 -1.2589 -1.3072
Cl -2.8359 3.1337 2.7094
Cl 4.0098 1.4881 -5.1972
O -1.9191 -0.5089 -0.6630
O 0.4469 0.5381 -1.6838
N 4.0085 -1.4177 1.5829
N -2.4546 -4.9927 5.1090
N 1.8242 -0.6766 0.4231
N -0.6180 -1.8240 1.1755
C -1.4528 -2.8427 0.9205
C 4.5065 2.1694 1.7332
C -2.0672 -4.3149 4.2672
C 3.8288 -0.1080 1.4887
C -5.1256 0.7363 0.4714
C 1.5258 2.5317 -5.1333
C -0.0814 2.0119 -3.4163
C -0.2938 -1.6127 2.4627
C 2.6215 0.3204 0.8217
C -1.5847 -3.4669 3.2236
C -3.3713 1.9424 1.5926
C -1.9382 -3.6879 1.8949
C 2.1098 1.0197 -3.3469
C -2.4474 1.1771 0.9010
C 4.7572 0.8537 1.9654
C 0.2586 2.6915 -4.5738
C 2.4073 1.6984 0.5840
C -2.8036 0.1857 -0.0324
C 0.4680 -2.2652 -1.4775
C 3.3409 2.5857 1.0318
C 0.8254 1.1457 -2.7643
C -0.7510 -2.3869 3.5051
C -4.1872 -0.0208 -0.2170
C -4.7282 1.7297 1.3742
C 2.4479 1.6916 -4.5151
H -0.4695 -2.1499 4.5209
H 0.3505 -0.7688 2.6675
H 3.1975 3.6401 0.8361
H 5.6418 0.5120 2.4847
H 0.5699 -3.2153 -0.9446
H 5.2120 2.9170 2.0700
H 1.5431 2.0306 0.0268
H -2.5944 -4.5015 1.6218
H 1.3699 -2.1045 -2.0603
H -1.7570 -2.9692 -0.1121
```

## Properties
Kohn-Sham gap (spin up / spin down)	5.9 / 5.9	eV
total charge	0
spin multiplicity	4
F_max	1.9	eV/Å
total energy	-263236.2640	eV
energy above the lowest of the compared OMol25 structures with the same formula, charge and spin	0.6538	eV
highest occupied orbital energy (spin up / spin down)	-8.0690 / -8.2089	eV

The net atomic charges from Löwdin, expressed in e, are: 0.8266 1.2420 0.4726 0.7755 0.6993 0.8670 0.7442 0.6734 0.6941 0.6783 0.7238 0.7016 0.6883 -0.2994 -0.2834 -0.2098 0.1896 -0.3260 -0.0572 -0.0776 -0.0544 -0.1574 -0.3655 -0.6961 -0.7180 -0.5885 -0.1285 -0.3444 -0.1928 -0.7010 0.0406 -0.5783 -0.5415 -0.0083 -0.7024 -0.0452 -0.4796 -0.7615 -0.0348 -0.4269 0.0228 -0.6035 -0.7185 -0.7093 0.1317 0.1019 0.1174 0.1205 -0.0460 0.1113 0.0804 0.1352 -0.0574 0.0747